{
  "formula": "C47H49Br2N5P2STl",
  "method": "ωB97M-V with the def2-TZVPD basis set",
  "symbols": ["Tl", "C", "N", "C", "C", "C", "C", "C", "C", "N", "C", "C", "C", "C", "C", "C", "N", "C", "C", "C", "C", "C", "N", "H", "H", "H", "H", "H", "H", "H", "H", "H", "H", "H", "H", "H", "H", "H", "H", "H", "H", "Br", "C", "Br", "H", "H", "C", "S", "C", "C", "C", "N", "P", "C", "C", "C", "C", "C", "C", "C", "C", "C", "C", "C", "C", "P", "C", "C", "C", "C", "C", "C", "C", "C", "C", "C", "C", "C", "H", "H", "H", "H", "H", "H", "H", "H", "H", "H", "H", "H", "H", "H", "H", "H", "H", "H", "H", "H", "H", "H", "H", "H", "H", "H", "H", "H", "H"],
  "positions_angstrom": [[0.2782, 1.6953, 0.0716], [0.7145, 4.9840, -0.7082], [-0.1751, 3.9906, -1.3456], [0.2388, 3.6987, -2.7371], [1.5376, 2.9167, -2.8795], [2.3165, 3.0743, -4.0555], [3.4675, 2.3026, -4.2028], [3.7930, 1.3333, -3.2413], [2.9761, 1.2636, -2.1020], [1.8880, 2.0303, -1.9403], [-1.6132, 4.3410, -1.2461], [-2.5111, 3.1220, -1.2883], [-3.6960, 3.1536, -2.1146], [-4.5992, 2.1369, -2.0816], [-4.4989, 1.0285, -1.0474], [-3.0838, 0.9814, -0.4494], [-2.1821, 2.1011, -0.5676], [0.5711, 5.0153, 0.8109], [0.7721, 6.2153, 1.5213], [0.6743, 6.1947, 2.9093], [0.4380, 4.9930, 3.5882], [0.2800, 3.8538, 2.8112], [0.3736, 3.8742, 1.4768], [0.4619, 6.0001, -1.0692], [1.7567, 4.7684, -0.9732], [0.4105, 4.6382, -3.3068], [-0.5549, 3.1622, -3.2755], [2.0100, 3.8280, -4.7780], [4.1121, 2.4848, -5.0611], [4.6494, 0.6667, -3.3527], [3.1832, 0.5639, -1.3030], [-1.8810, 5.0687, -2.0221], [-1.7825, 4.7774, -0.2663], [-3.8933, 4.0331, -2.7183], [-5.4631, 2.1835, -2.7401], [-5.3124, 1.1405, -0.3180], [-3.1148, 0.6602, 0.6028], [0.9914, 7.1423, 0.9860], [0.7586, 7.1399, 3.4502], [0.4135, 4.9054, 4.6686], [0.0569, 2.8857, 3.2580], [-3.9000, 3.7867, 2.0912], [-4.2739, 2.5443, 3.5384], [-3.0396, 1.0550, 3.6212], [-5.2733, 2.1480, 3.4006], [-4.1974, 3.1108, 4.4668], [0.6401, -7.4096, -1.1223], [1.8623, -7.0055, 0.1542], [2.3263, -5.3118, -0.2550], [1.3348, -4.3304, 0.3605], [1.7484, -2.8849, 0.0133], [0.6733, -1.8992, 0.3132], [0.8976, -0.7360, 1.6449], [0.1911, -1.3502, 3.1666], [0.5185, -0.6740, 4.3859], [-0.1582, -1.0020, 5.5430], [-1.1486, -2.0068, 5.5474], [-1.4585, -2.6744, 4.3639], [-0.7425, -2.4032, 3.1937], [2.6517, -0.7135, 2.1006], [3.2422, -1.7918, 2.7878], [4.6047, -1.7528, 3.1228], [5.3869, -0.6336, 2.8118], [4.7907, 0.4448, 2.1459], [3.4308, 0.4095, 1.7978], [-0.1758, -1.1895, -1.0334], [0.0793, -2.0704, -2.5790], [-0.5131, -3.3520, -2.7261], [-0.3550, -4.0524, -3.9156], [0.3559, -3.4978, -4.9894], [0.9596, -2.2498, -4.8286], [0.7954, -1.5067, -3.6614], [-1.9536, -1.3053, -0.7984], [-2.7648, -0.2097, -1.4375], [-4.2598, -0.4298, -1.6284], [-4.8262, -1.5784, -0.8076], [-4.0062, -2.4148, -0.1189], [-2.5655, -2.3293, -0.1523], [0.3828, -8.4735, -1.0704], [1.0348, -7.1810, -2.1018], [-0.2361, -6.7994, -0.9477], [2.3707, -5.2314, -1.3377], [3.3415, -5.1329, 0.1379], [1.3509, -4.4682, 1.4474], [0.3257, -4.5198, -0.0150], [1.9881, -2.8370, -1.0546], [2.6506, -2.6386, 0.5444], [1.2916, 0.0830, 4.3616], [0.0674, -0.4273, 6.4402], [-1.6609, -2.2521, 6.4767], [-2.2221, -3.4667, 4.3487], [-0.8826, -2.9749, 2.2793], [2.6244, -2.6391, 3.0773], [5.0375, -2.6376, 3.6067], [6.4477, -0.5953, 3.1121], [5.3597, 1.3513, 1.9022], [2.9714, 1.2715, 1.2959], [-1.1146, -3.7611, -1.9056], [-0.7741, -5.0526, -4.0146], [0.4337, -4.0134, -5.9296], [1.5672, -1.8594, -5.6267], [1.1960, -0.5039, -3.5735], [-2.2916, 0.1928, -2.3321], [-4.5982, -0.5217, -2.6612], [-5.9199, -1.6906, -0.7903], [-4.4100, -3.2118, 0.5083], [-1.9711, -3.0923, 0.3413]],
  "charge": 3,
  "homo_energy_ev": [-13.87, -13.87]
}

---

{
  "formula": "C31H34AsBF5N8SSeTi",
  "method": "ωB97M-V with the def2-TZVPD basis set",
  "symbols": ["Ti", "C", "C", "C", "C", "N", "N", "B", "N", "C", "C", "C", "C", "N", "N", "C", "C", "C", "C", "N", "N", "C", "C", "C", "C", "N", "H", "H", "H", "H", "H", "H", "H", "H", "H", "H", "H", "H", "H", "H", "H", "H", "H", "H", "H", "H", "F", "C", "C", "C", "F", "C", "F", "C", "F", "C", "F", "C", "As", "C", "C", "S", "H", "H", "H", "H", "H", "H", "H", "H", "H", "Se", "C", "C", "C", "C", "C", "C", "H", "H", "H", "H", "H"],
  "positions_angstrom": [[-0.8364, -0.3713, -0.0723], [-0.8348, 3.1638, 0.4045], [-0.5062, 2.2946, 1.5682], [-0.0825, 2.6862, 2.8342], [0.1366, 1.5128, 3.5300], [-0.1527, 0.4812, 2.7309], [-0.5566, 0.9552, 1.5134], [-0.1749, -1.0518, 2.9434], [0.8248, -1.7345, 1.9593], [1.9445, -2.4067, 2.2553], [2.5060, -2.8657, 1.0816], [1.6535, -2.4249, 0.0671], [1.7702, -2.6336, -1.4043], [0.6464, -1.7324, 0.6127], [-1.6087, -1.5479, 2.6080], [-2.5753, -1.9581, 3.4396], [-3.6639, -2.3404, 2.6879], [-3.2916, -2.1101, 1.3609], [-4.1016, -2.4181, 0.1460], [-2.0533, -1.6031, 1.3215], [0.1983, -1.4953, 4.3466], [0.0870, -2.7638, 4.8179], [0.7685, -2.8355, 6.0036], [1.2987, -1.5399, 6.1883], [2.1440, -1.0358, 7.3131], [0.9605, -0.7489, 5.1858], [-1.1990, 4.1274, 0.7579], [0.0580, 3.3334, -0.1990], [-1.5931, 2.7179, -0.2345], [0.0505, 3.6920, 3.1920], [0.4834, 1.3305, 4.5311], [2.2674, -2.5159, 3.2775], [3.4043, -3.4470, 0.9694], [2.2832, -3.5726, -1.6073], [0.7970, -2.6551, -1.8918], [2.3385, -1.8256, -1.8675], [-2.4225, -1.9605, 4.5049], [-4.5977, -2.7413, 3.0413], [-4.8228, -3.1981, 0.3862], [-4.6517, -1.5442, -0.2031], [-3.4733, -2.7694, -0.6702], [-0.4518, -3.5188, 4.2692], [0.8716, -3.6906, 6.6496], [2.1256, -1.7322, 8.1498], [3.1809, -0.9138, 6.9973], [1.7862, -0.0678, 7.6615], [-3.6799, 1.5856, -0.0507], [-3.6270, 0.8179, -1.1650], [-2.5966, -0.0821, -1.3275], [-2.6594, -0.8422, -2.4743], [-1.7025, -1.7907, -2.6699], [-3.6601, -0.7446, -3.4210], [-3.6805, -1.5205, -4.5090], [-4.6680, 0.1843, -3.2169], [-5.6492, 0.3130, -4.1096], [-4.6554, 0.9746, -2.0793], [-5.6361, 1.8607, -1.8820], [1.2724, -1.3272, -6.9646], [1.0748, -0.9240, -5.0496], [2.3978, 0.5243, -4.9954], [-0.5192, 0.2053, -5.2418], [0.5476, 0.6547, -1.6752], [1.2245, -0.4146, -7.5604], [0.4761, -2.0016, -7.2789], [2.2283, -1.8197, -7.1413], [2.2043, 1.2547, -5.7825], [3.3976, 0.1107, -5.1277], [2.3553, 1.0163, -4.0239], [-0.3682, 0.9469, -6.0277], [-0.7258, 0.7142, -4.3010], [-1.3739, -0.4205, -5.4990], [2.4127, 0.8661, -0.5190], [2.7661, 2.7392, -0.7239], [3.5503, 3.3312, 0.2630], [3.8873, 4.6719, 0.1685], [3.4351, 5.4341, -0.9010], [2.6496, 4.8415, -1.8776], [2.3168, 3.4950, -1.7970], [3.8889, 2.7471, 1.1109], [4.4957, 5.1252, 0.9407], [3.6914, 6.4831, -0.9690], [2.2921, 5.4261, -2.7158], [1.7021, 3.0399, -2.5631]],
  "multiplicity": 2,
  "homo_energy_ev": [-7.64, -7.63]
}

---

{
  "formula": "C5H10O",
  "method": "ωB97M-V with the def2-TZVPD basis set",
  "symbols": ["C", "C", "C", "C", "C", "O", "H", "H", "H", "H", "H", "H", "H", "H", "H", "H"],
  "positions_angstrom": [[-0.8950, 1.4028, -1.0941], [-0.9156, 0.0677, -0.4240], [-1.8049, -1.0203, -0.9019], [0.0006, -0.1244, 0.5354], [3.0962, -0.3176, 1.2043], [3.4890, -1.3497, 0.7225], [-0.3296, 2.1521, -0.5238], [-1.8567, 1.7883, -1.4251], [-0.2773, 1.1947, -1.9820], [-0.4312, 0.6533, 1.1944], [-2.8084, -0.6096, -1.0638], [-1.8902, -1.7923, -0.1287], [-1.4263, -1.4501, -1.8247], [0.3612, -1.1490, 0.6743], [3.1825, 0.6535, 0.6797], [2.6314, -0.2736, 2.2088]],
  "homo_energy_ev": -8.40,
  "smiles": "C=C(C)C.C=O"
}

---

{
  "formula": "C4H19N3O3",
  "method": "ωB97M-V with the def2-TZVPD basis set",
  "symbols": ["C", "N", "C", "N", "C", "N", "C", "H", "H", "H", "H", "H", "H", "H", "H", "H", "H", "H", "H", "H", "H", "H", "O", "H", "H", "O", "H", "H", "O"],
  "positions_angstrom": [[-2.2102, 0.1758, 0.3111], [-2.0019, -0.6887, 1.4550], [-0.9092, -0.3786, 2.3426], [0.4264, -0.6235, 1.8165], [-1.7490, -0.2988, -1.0522], [-0.3125, -0.4804, -1.0403], [0.1531, -1.4533, -2.0305], [-1.7767, 1.1590, 0.5304], [-3.2782, 0.4215, 0.2960], [-2.0722, -1.6494, 1.1617], [-0.9442, 0.6802, 2.6002], [-1.1010, -0.9873, 3.2286], [1.0402, 0.1800, 1.7670], [0.9235, -1.4239, 2.1746], [-2.3163, -1.1874, -1.3841], [-2.1411, 0.4139, -1.7926], [0.0298, -0.6659, -0.1108], [-0.2734, -2.4506, -1.8774], [-0.1880, -1.1025, -3.0081], [1.2317, -1.5376, -2.0531], [1.9922, 0.0945, -0.6807], [3.4274, -0.0632, -0.1309], [2.7413, -0.5102, -0.6276], [0.6529, 1.2446, -1.5197], [1.2775, 2.6404, -1.9800], [1.4148, 1.8556, -1.4433], [1.5892, 2.0443, 0.3456], [2.6027, 2.5320, 1.3961], [1.7710, 2.0596, 1.3059]],
  "homo_energy_ev": -8.60,
  "smiles": "CNCCNCN.O.O.O"
}

---

{
  "formula": "C4H9N2",
  "method": "ωB97M-V with the def2-TZVPD basis set",
  "symbols": ["C", "C", "C", "C", "N", "N", "H", "H", "H", "H", "H", "H", "H", "H", "H"],
  "positions_angstrom": [[0.3603, 0.4424, 1.4269], [0.5716, -0.0836, 0.1808], [0.2597, -1.3706, -0.3906], [1.1146, 0.9408, -0.7568], [-2.6083, 0.1416, -0.0081], [-1.7120, 0.8195, 0.0869], [0.1781, -0.1306, 2.2324], [0.7177, 1.4611, 1.6071], [-0.1580, -2.1239, 0.3189], [1.2490, -1.7912, -0.8430], [-0.5596, -1.4124, -1.1546], [0.3553, 1.8931, -0.7182], [1.2262, 0.5751, -1.7994], [2.1507, 1.3343, -0.3693], [-3.1451, -0.6956, 0.1869]],
  "charge": 1,
  "homo_energy_ev": -13.71
}

---

{
  "formula": "C5H5NOS",
  "method": "ωB97M-V with the def2-TZVPD basis set",
  "symbols": ["C", "C", "C", "C", "C", "N", "O", "S", "H", "H", "H", "H", "H"],
  "positions_angstrom": [[-1.4259, 0.0198, -0.8365], [0.6194, -0.4338, 0.4762], [-1.0745, 1.2427, -0.5560], [-0.7685, -0.9833, -0.0163], [-0.1376, 1.8137, 0.2855], [0.7899, 1.0207, 0.6525], [1.5421, -0.8683, -0.4818], [3.1589, -0.5092, -0.1783], [-1.9773, -0.2480, -1.7817], [0.9856, -0.7041, 1.5037], [-1.1670, -1.3516, 0.8994], [-0.2865, -1.8025, -0.4802], [-0.2587, 2.8038, 0.5134]],
  "homo_energy_ev": [-8.77, -9.18]
}

---

{
  "formula": "C31H49DyNO3P2S",
  "method": "ωB97M-V with the def2-TZVPD basis set",
  "symbols": ["Dy", "C", "C", "C", "C", "C", "C", "H", "H", "H", "C", "H", "H", "H", "C", "H", "H", "H", "C", "H", "H", "H", "C", "H", "H", "H", "C", "C", "C", "C", "C", "C", "C", "C", "H", "H", "H", "H", "H", "H", "H", "H", "H", "H", "H", "H", "P", "C", "H", "H", "H", "C", "H", "H", "H", "C", "H", "H", "H", "P", "C", "H", "H", "H", "C", "H", "H", "H", "C", "H", "H", "H", "O", "S", "O", "N", "C", "O", "C", "C", "C", "C", "C", "C", "H", "H", "H", "H"],
  "positions_angstrom": [[-0.9383, -0.3138, -1.0083], [-2.7559, 1.6972, -0.3879], [-3.3450, 0.8490, -1.3794], [-3.1292, -0.3656, 0.5760], [-2.7006, 0.9700, 0.8302], [-3.5535, -0.4379, -0.7878], [-2.4633, 3.1435, -0.5206], [-2.3532, 3.4394, -1.5700], [-1.5316, 3.4016, 0.0056], [-3.2660, 3.7573, -0.0756], [-2.3867, 1.5797, 2.1405], [-2.7600, 2.6118, 2.1937], [-1.3028, 1.6156, 2.3138], [-2.8319, 1.0131, 2.9672], [-3.2320, -1.4681, 1.5677], [-4.1570, -1.3810, 2.1630], [-2.3809, -1.4570, 2.2613], [-3.2216, -2.4539, 1.0840], [-4.1854, -1.6132, -1.4362], [-5.1273, -1.3317, -1.9276], [-4.3966, -2.3959, -0.6995], [-3.5467, -2.0696, -2.2066], [-3.9144, 1.3196, -2.6625], [-4.9391, 1.7060, -2.5086], [-3.9746, 0.5154, -3.4061], [-3.3240, 2.1404, -3.0906], [1.2430, 0.4390, -1.6153], [0.2860, 1.4043, -1.8799], [-0.1291, 1.7926, -3.2857], [-0.9316, 0.7446, -4.1180], [-1.2692, -0.5628, -3.4180], [-0.2904, -1.4894, -3.0726], [1.1444, -1.2820, -3.5570], [1.9937, -0.3212, -2.6839], [0.7720, 2.0653, -3.8610], [-0.3716, 0.5501, -5.0570], [-0.7226, 2.7246, -3.2404], [2.5237, 0.3911, -3.3422], [1.7236, 0.4149, -0.6190], [0.0462, 2.1307, -1.0835], [2.7788, -0.9073, -2.1739], [1.6533, -2.2608, -3.5909], [-0.5691, -2.5441, -2.9271], [1.1747, -0.9359, -4.6065], [-1.8718, 1.2084, -4.4640], [-2.2874, -0.9262, -3.6058], [2.1649, 3.3821, 0.3026], [1.9777, 3.7362, 2.1048], [2.5422, 4.6363, 2.3861], [2.3238, 2.8700, 2.6896], [0.9065, 3.9110, 2.2866], [3.8307, 2.5991, 0.3655], [4.4089, 2.9694, 1.2257], [4.3714, 2.7952, -0.5712], [3.6837, 1.5183, 0.4915], [2.6812, 5.0653, -0.2711], [3.1212, 4.9713, -1.2742], [3.4080, 5.5323, 0.4073], [1.7811, 5.6957, -0.3237], [0.9583, -3.6232, -0.5267], [-0.0770, -5.0878, -0.9075], [0.5407, -5.8868, -1.3364], [-0.8413, -4.7784, -1.6351], [-0.5639, -5.4328, 0.0144], [2.5218, -4.0003, -1.4107], [2.3571, -3.9049, -2.4937], [2.8507, -5.0205, -1.1762], [3.2814, -3.2761, -1.0806], [1.4316, -4.0069, 1.2055], [1.5520, -5.0931, 1.3079], [0.6113, -3.6666, 1.8540], [2.3554, -3.4818, 1.4877], [4.0149, 0.6776, 2.9003], [3.2468, -0.5258, 2.6745], [3.9506, -1.7829, 2.5438], [2.1798, -0.3245, 1.4286], [0.9215, -0.4758, 1.8164], [-0.0365, -0.5688, 0.9413], [0.7378, -0.5713, 3.2678], [-0.4307, -0.5687, 4.0348], [-0.3406, -0.6299, 5.4240], [0.9186, -0.7142, 6.0420], [2.0936, -0.7220, 5.2752], [1.9762, -0.6401, 3.8893], [-1.3816, -0.4985, 3.5173], [-1.2549, -0.6125, 6.0271], [0.9713, -0.7792, 7.1313], [3.0745, -0.7945, 5.7302]],
  "charge": 1,
  "multiplicity": 6,
  "homo_energy_ev": [-10.63, -10.67]
}

---

{
  "formula": "C6H9Cl2N2O2",
  "method": "ωB97M-V with the def2-TZVPD basis set",
  "symbols": ["C", "C", "C", "C", "C", "C", "N", "N", "O", "O", "Cl", "Cl", "H", "H", "H", "H", "H", "H", "H", "H", "H"],
  "positions_angstrom": [[-0.8269, 0.4680, -1.2649], [-0.8567, 0.3041, 1.2129], [0.6762, 0.2673, -1.3184], [0.7192, 0.1485, 1.2617], [-1.3560, -0.3831, -0.0573], [1.2165, -0.4930, -0.1091], [-0.7206, -1.7305, -0.0509], [0.5593, -1.7716, -0.0929], [-1.3122, -2.7792, 0.1577], [1.1029, -3.0113, -0.0237], [-3.1243, -0.6341, 0.0068], [2.9507, -0.6722, 0.0548], [-1.2548, 1.3727, -0.9545], [-1.2407, 0.0663, -2.1207], [-1.2185, -0.0996, 2.0462], [-1.2366, 1.2651, 1.2470], [1.0849, -0.3999, -2.2363], [1.3404, 1.2392, -1.2508], [1.2400, 1.1608, 1.4572], [1.1319, -0.3798, 2.1612], [0.5201, -3.5442, 0.4506]],
  "charge": 1,
  "homo_energy_ev": -15.02,
  "smiles": "O=[N+]1N(O)[C@]2(Cl)CC[C@@]1(Cl)CC2"
}